Molecular formula: C2H8O2
Method: DFT, ωB97M-V/def2-TZVPD

Each atom is followed by the atoms it is bonded to, with distances in Å.
Atoms and positions in Å:
1 O -3.059 0.402 -1.029  H2 0.959, H3 0.961
2 H -2.549 1.034 -0.518  O1 0.959
3 H -2.435 -0.180 -1.472  O1 0.961
4 H 0.835 -1.415 3.218  H12 0.743
5 C 0.134 0.035 -0.338  O6 1.189, C7 1.539, H8 1.181
6 O -0.570 -0.841 -0.727  C5 1.189
7 C 1.630 0.150 -0.681  C5 1.539, H9 1.095, H10 1.099, H11 1.083
8 H -0.287 1.075 0.030  C5 1.181
9 H 1.906 1.091 -1.169  C7 1.095
10 H 2.083 0.391 0.291  C7 1.099
11 H 1.985 -0.758 -1.154  C7 1.083
12 H 0.329 -0.983 3.549  H4 0.743

Results
Charge: 0
HOMO-LUMO gap: 11.135 eV
E_LUMO: 0.84 eV
Energy relative to the best compared isomer or geometry (same formula, charge and spin): 1.4505 eV
Total energy: -231.409009 Eh